Record 1
Entry from the OMol25 dataset: a molecular structure, C17H23N4STl (wB97M-V/def2-TZVPD).

Summary:
max |F| = 0.18 eV/A
HOMO = -0.274 Eh
net charge = 0
Kohn-Sham gap = 8.0 eV
E = -1451.32082 Ha

```
46
Properties=species:S:1:pos:R:3:forces:R:3
Tl -1.2967 -0.8605 2.3498 0.013 0.046 -0.093
C -1.4971 -2.9101 -0.6372 0.045 -0.068 -0.035
N -1.4207 -1.5574 -0.1224 -0.017 0.136 0.018
C -1.2706 -0.5887 -0.9411 0.060 -0.005 -0.005
C -1.1425 0.7757 -0.5179 -0.048 -0.038 -0.078
C -1.0773 1.9223 -1.3071 0.023 0.015 -0.003
C -1.0352 3.0045 -0.4178 0.041 -0.004 0.012
C -1.0746 2.4515 0.8611 0.051 0.010 0.049
N -1.1307 1.1034 0.8122 -0.013 -0.106 0.086
C -2.7552 -3.5848 -0.1553 -0.002 -0.033 0.010
C -2.7988 -4.1655 1.1073 0.024 -0.016 0.008
C -3.9686 -4.7376 1.5826 -0.008 -0.008 0.015
C -5.1096 -4.7400 0.7932 -0.014 -0.005 0.002
C -5.0732 -4.1685 -0.4700 -0.022 -0.003 -0.004
C -3.9017 -3.5927 -0.9386 -0.015 0.017 -0.007
H -0.6265 -3.4643 -0.2716 0.002 0.019 -0.023
H -1.4590 -2.9137 -1.7340 -0.004 -0.021 0.018
H -1.2246 -0.7761 -2.0196 -0.016 -0.011 0.002
H -1.0755 1.9575 -2.3851 -0.010 -0.003 -0.038
H -0.9935 4.0530 -0.6635 -0.003 0.036 -0.007
H -1.0586 2.9660 1.8107 -0.013 0.039 0.039
H -1.9040 -4.1742 1.7206 0.002 -0.001 0.002
H -3.9892 -5.1864 2.5671 0.001 -0.005 0.013
H -6.0230 -5.1889 1.1601 -0.011 -0.005 0.004
H -5.9589 -4.1699 -1.0917 -0.014 -0.002 -0.006
H -3.8781 -3.1408 -1.9232 0.005 0.008 -0.015
C 3.4044 2.4088 -0.1412 -0.025 -0.009 0.004
C 2.5818 2.2542 1.1331 0.017 0.023 0.021
N 1.9178 0.9665 1.2274 -0.055 0.175 0.003
C 2.4700 -0.1901 1.5951 -0.061 -0.109 -0.051
S 1.5706 -1.6321 1.5417 -0.001 -0.015 0.123
N 3.7509 -0.1698 1.9992 0.088 0.069 -0.025
C 4.5226 -1.3486 2.3632 0.023 -0.053 0.014
C 5.1343 -2.0461 1.1580 -0.009 0.013 0.010
H 3.8782 3.3902 -0.1706 0.010 0.011 -0.004
H 2.7547 2.3122 -1.0106 -0.002 0.002 -0.010
H 4.1836 1.6493 -0.2198 0.013 -0.012 0.007
H 1.7883 3.0005 1.1447 0.014 0.006 0.030
H 3.1899 2.4308 2.0274 -0.016 -0.005 -0.019
H 0.9367 0.9357 0.9697 -0.045 -0.074 -0.043
H 4.2556 0.6978 1.9210 -0.023 -0.024 -0.003
H 3.8599 -2.0275 2.8977 0.017 0.032 -0.003
H 5.2999 -1.0194 3.0551 -0.020 -0.005 -0.003
H 4.3487 -2.3800 0.4817 -0.008 -0.004 -0.009
H 5.7077 -2.9164 1.4777 0.014 -0.018 0.001
H 5.8039 -1.3772 0.6152 0.011 0.007 -0.008
```
Forces are in eV/Å.


Record 2
Entry from the OMol25 dataset: a molecular structure, C17H23N5O4S2 in a non-equilibrium geometry (wB97M-V/def2-TZVPD).

Summary:
max |F| = 15.22 eV/A
HOMO = -0.319 Eh
net charge = 0
Kohn-Sham gap = 8.5 eV
relative energy (zero: lowest compared OMol25 entry of this formula, charge and spin) = 2074.2 kJ/mol
E = -2031.96126 Ha

```
51
Properties=species:S:1:pos:R:3:forces:R:3
C -1.5828 -2.7041 1.8693 -2.215 7.422 -2.495
H -1.2534 -3.5739 2.1676 2.066 -4.410 1.484
H -1.4262 -2.3849 0.8167 0.770 -0.772 0.541
H -2.6762 -2.6811 1.8442 -0.110 -0.245 0.699
C -1.0420 -1.3470 2.8425 0.364 -13.878 1.023
N -1.3550 -0.2373 2.4178 -4.696 8.566 -2.704
C -0.4317 0.6244 2.0253 -10.612 8.660 -4.466
O -0.9965 1.9128 1.4874 3.253 -6.006 2.991
C 0.8912 0.4870 1.8237 4.731 -4.105 1.130
H 1.3732 1.3948 1.6989 0.855 1.547 -0.387
H 1.1830 -0.0364 2.7323 1.149 0.237 0.426
S 1.4662 -0.7975 0.5394 2.768 -0.738 6.471
C 0.4620 -0.2882 -0.5414 -7.479 -1.865 -3.409
N -0.9694 -0.5544 -0.6351 1.885 3.707 0.294
N -1.3040 -0.1773 -1.9154 3.404 -3.545 1.524
N -0.1971 -0.2958 -2.6026 -0.315 2.451 -1.074
N 0.8835 -0.2574 -1.7530 -2.037 -0.089 -4.520
C 2.1825 -0.2467 -2.3866 -7.353 -4.398 -2.211
C 2.2952 -0.9764 -3.5584 13.041 5.776 2.152
C 3.7430 -1.0248 -4.0740 -4.915 3.941 0.425
C 4.6359 0.0771 -3.5901 -1.198 -7.533 -5.423
C 4.3472 0.6134 -2.5113 -2.535 7.887 8.815
C 2.9549 0.6230 -1.9450 8.695 4.274 1.734
O 2.6002 1.3136 -0.8589 0.197 3.260 -0.872
C 3.2107 2.6464 -0.6033 0.069 -7.820 8.925
H 4.1658 2.1323 0.1520 -2.041 1.953 -1.812
H 3.7568 3.3082 -1.0487 2.262 3.448 -4.663
H 2.6226 3.0182 0.2461 -0.266 0.323 -0.953
H 5.1054 1.4169 -2.0316 -1.828 -2.012 -0.968
H 5.6212 0.0501 -3.8584 2.402 0.214 -1.424
C 4.0271 -1.7756 -5.3271 6.225 1.281 2.506
H 4.8257 -1.1310 -5.9460 -2.080 -1.613 0.913
H 3.1943 -2.0810 -5.8180 -2.128 -1.115 -1.628
H 4.6710 -2.5932 -4.8170 -1.000 0.358 -1.762
H 1.7826 -1.6427 -3.8968 -6.716 -7.211 -3.549
C -3.0257 -0.0646 2.3098 10.793 10.336 2.901
C -3.3257 1.3878 3.2171 -2.138 -12.074 5.305
H -3.0923 0.8153 4.4588 -1.106 2.663 -3.743
H -2.7748 2.1203 2.9513 3.638 5.057 -2.050
S -4.9974 1.2029 2.7896 -2.980 5.794 8.882
O -5.4723 2.6377 3.0452 0.115 -3.448 -2.007
O -5.6270 0.1989 3.7423 1.536 1.477 -3.179
C -4.8468 0.6248 1.2011 -2.570 -0.434 0.887
C -3.3530 0.4251 1.0913 -3.089 1.204 -7.081
H -2.9498 1.2884 0.4888 0.398 -0.894 1.761
H -3.3778 -0.3741 0.4497 0.783 -1.959 -2.491
H -5.3700 1.3758 0.6519 0.022 0.305 -1.135
H -5.5618 -0.2130 1.4369 0.991 -0.191 -1.480
H -3.4870 -0.7744 2.7090 -3.326 -6.464 3.234
H -1.4423 -1.8461 3.6750 -0.899 0.807 2.260
H -0.0635 -1.6162 2.8376 3.222 -0.128 0.201
```
Forces are in eV/Å.


Record 3
Entry from the OMol25 dataset: a molecular structure, C17H23N7O2PtS2 in a non-equilibrium geometry (wB97M-V/def2-TZVPD).

Summary:
max |F| = 1.40 eV/A
HOMO (spin up / spin down) = -0.252 / -0.300 Eh
net charge = 0
Kohn-Sham gap (spin up / spin down) = 6.3 / 7.1 eV
relative energy (zero: lowest compared OMol25 entry of this formula, charge and spin) = 0.0 kJ/mol
E = -2110.90545 Ha
<S²> = 2.01
spin multiplicity = 3

```
52
Properties=species:S:1:pos:R:3:forces:R:3
Pt 0.0319 0.4143 -0.2043 -0.444 0.364 -0.344
C -4.1698 -3.0193 -2.9717 -0.135 -0.038 -0.015
C -2.9198 -3.6626 -2.3739 -0.342 0.192 0.124
N -1.7511 -2.8386 -2.5300 0.253 0.817 0.656
C -1.4879 -1.8012 -1.6994 -0.202 -0.340 -0.242
S -0.1116 -0.8615 -2.1550 0.441 0.141 -0.503
N -2.3144 -1.5755 -0.6954 -0.374 -0.819 -0.750
N -1.9187 -0.6155 0.1254 -0.375 0.869 0.966
C -2.7715 -0.0463 0.9216 1.279 0.403 -0.025
C -4.2302 -0.2979 0.9713 -0.319 -0.009 -0.168
C -2.1499 0.9538 1.8363 -0.475 -0.407 0.122
C -2.7925 1.3488 3.0131 -0.360 -0.124 -0.221
C -2.1843 2.2339 3.8628 1.312 0.484 -0.088
C -0.9164 2.7143 3.5152 -0.285 -0.164 0.163
C -0.3366 2.2742 2.3329 -0.120 0.458 0.993
N -0.9321 1.4182 1.5250 -0.154 -0.066 -0.148
H -5.0515 -3.6607 -2.8625 0.203 -0.005 -0.068
H -4.0255 -2.7848 -4.0292 -0.020 -0.146 0.031
H -4.3907 -2.0812 -2.4651 0.078 0.034 0.084
H -2.6927 -4.6133 -2.8245 -0.072 -0.444 -0.243
H -3.0435 -3.8179 -1.3034 -0.143 -0.112 -0.011
H -1.1359 -2.9149 -3.3190 -0.061 -0.169 -0.134
H -4.5245 -0.7973 0.0585 -0.099 0.065 -0.323
H -4.7946 0.6461 1.0911 0.251 -0.532 0.027
H -4.4894 -1.0054 1.7570 -0.053 0.119 0.325
H -3.7633 0.9696 3.2902 -0.086 -0.226 -0.243
H -2.6133 2.5408 4.8036 -0.253 -0.044 0.008
H -0.3869 3.3806 4.1856 0.024 0.016 -0.205
H 0.6452 2.6151 2.0573 0.240 0.020 -0.169
C 3.5718 2.5013 1.0941 -0.566 0.487 0.093
C 2.7091 3.0805 -0.0328 0.228 -0.306 -0.058
S 1.8011 1.8497 -1.0473 1.204 -0.042 0.477
O 1.3380 2.6296 -2.1945 -0.376 0.205 -0.634
C 3.2090 0.7815 -1.5788 -0.283 -0.356 0.528
C 3.9866 1.3435 -2.7380 -0.085 0.527 -0.458
H 3.9522 3.3019 1.7285 -0.026 0.090 -0.055
H 4.4239 1.9622 0.7227 0.351 -0.187 -0.245
H 3.0133 1.8284 1.7393 -0.175 -0.155 0.021
H 3.2937 3.6321 -0.7765 0.039 -0.152 0.053
H 1.9410 3.7830 0.3005 -0.040 -0.208 0.138
H 2.7303 -0.1625 -1.8358 -0.059 -0.043 -0.017
H 3.8341 0.5756 -0.6980 -0.309 0.097 -0.195
H 3.2953 1.5769 -3.5631 0.340 -0.068 0.222
H 4.7427 0.6301 -3.0926 -0.284 0.101 0.170
H 4.5033 2.2676 -2.4619 -0.010 -0.060 -0.084
O 1.3547 -0.5707 1.1654 0.235 -0.072 0.585
N 2.0637 -1.3914 0.4699 -0.154 0.161 -0.210
C 2.7303 -2.3052 1.0921 -0.077 -0.400 0.845
C 2.7654 -2.5259 2.5197 0.200 0.170 0.634
N 2.8889 -2.7116 3.6544 -0.229 0.154 -0.863
C 3.3464 -3.2581 0.2366 0.304 -0.383 -1.159
N 3.7270 -3.9343 -0.6173 0.066 0.104 0.611
```
Forces are in eV/Å.


Record 4
Entry from the OMol25 dataset: a single C17H23N9O3 molecule in a non-equilibrium geometry (wB97M-V/def2-TZVPD).

Summary:
max |F| = 2.04 eV/A
HOMO = -0.301 Eh
SMILES string = CCCN(CCC)Cc1c(C(=O)N/N=C/c2ccco2)nnn1-c1nonc1N
net charge = 0
Kohn-Sham gap = 8.2 eV
relative energy (zero: lowest compared OMol25 entry of this formula, charge and spin) = 421.3 kJ/mol
E = -1379.98589 Ha

```
52
Properties=species:S:1:pos:R:3:forces:R:3
C 0.2093 4.8573 0.8939 -0.122 -0.061 0.181
H 1.2548 5.1274 0.7591 0.113 0.052 -0.069
C 0.0161 4.1129 2.2107 0.241 -0.141 -0.066
C 0.9771 2.9271 2.4178 -0.156 0.281 0.144
N 0.6485 1.6803 1.7589 0.018 0.045 -0.155
C 0.7982 1.6765 0.3170 -0.137 0.282 0.074
C 1.1699 0.3136 -0.1395 -0.406 -0.494 -0.553
C 0.5066 -0.6147 -0.9316 0.709 0.775 0.625
N 1.2523 -1.7483 -0.9685 -0.349 -0.117 -0.185
N 2.3013 -1.5894 -0.2692 0.845 -0.594 0.200
N 2.2930 -0.3461 0.2462 -1.397 0.440 -0.632
C 3.3402 0.0824 1.0265 1.730 0.168 1.065
N 3.6062 1.3155 1.3490 -0.762 -0.337 -0.675
O 4.7119 1.2867 2.0925 -0.004 0.326 0.050
N 5.1823 0.0246 2.2521 0.076 -1.100 -0.097
C 4.3621 -0.7674 1.6055 -0.366 1.414 0.005
N 4.4132 -2.1057 1.5406 0.131 -0.657 0.094
H 3.8291 -2.5452 0.8441 0.189 -0.001 0.061
H 5.2486 -2.5632 1.8588 -0.010 -0.045 -0.027
C -0.7870 -0.4748 -1.6268 -0.327 -0.014 -0.191
O -1.4627 0.5284 -1.5860 0.032 0.020 0.045
N -1.1069 -1.6173 -2.3066 0.877 -0.817 0.166
N -2.2263 -1.7396 -3.0247 -0.889 0.280 -0.411
C -2.4483 -2.8320 -3.6410 0.686 0.258 0.526
C -3.6235 -3.0305 -4.4321 -0.363 -1.044 -0.683
C -4.0084 -4.1377 -5.1590 0.468 0.665 0.581
C -5.2414 -3.8078 -5.7534 -0.348 0.600 0.061
C -5.5181 -2.5330 -5.3491 -0.392 -0.780 -0.586
O -4.5531 -2.0608 -4.5573 0.333 0.389 0.374
H -6.3464 -1.8844 -5.5573 -0.044 0.167 0.049
H -5.8388 -4.4269 -6.3904 -0.173 -0.063 -0.131
H -3.4722 -5.0603 -5.2493 0.175 -0.168 0.029
H -1.7535 -3.6810 -3.6036 -0.069 0.090 -0.002
H -0.4387 -2.3929 -2.2531 -0.244 0.294 -0.015
H 1.6049 2.3644 0.0534 -0.097 0.031 -0.049
H -0.1214 1.9564 -0.2193 0.243 0.013 0.032
C -0.5595 1.0211 2.2269 -0.043 -0.463 -0.014
H -1.3410 1.0345 1.4542 -0.019 0.111 0.081
H -0.9405 1.5558 3.1000 -0.043 0.058 -0.037
C -0.2929 -0.4313 2.6446 0.018 0.199 0.148
C 0.7702 -0.5164 3.7323 -0.166 -0.104 -0.180
H 1.6782 -0.0158 3.4058 0.140 0.043 0.016
H 0.4231 -0.0303 4.6411 0.003 0.057 0.169
H 1.0047 -1.5530 3.9637 0.063 -0.067 0.086
H -1.2285 -0.8634 3.0052 -0.056 -0.068 -0.056
H 0.0201 -1.0176 1.7796 -0.056 -0.054 -0.050
H 1.0265 2.7040 3.4876 0.079 0.032 -0.016
H 1.9822 3.2117 2.0968 0.016 0.026 0.087
H 0.1810 4.8142 3.0321 -0.066 -0.011 0.053
H -1.0153 3.7616 2.2812 -0.059 0.020 0.125
H -0.3802 5.7721 0.8953 -0.020 0.080 -0.098
H -0.1073 4.2585 0.0450 -0.002 -0.018 -0.148
```
Forces are in eV/Å.


Record 5
Entry from the OMol25 dataset: a single C17H23NO2 molecule (wB97M-V/def2-TZVPD).

Summary:
max |F| = 0.66 eV/A
HOMO = -0.307 Eh
SMILES string = COc1ccc(CC(=O)NCCC2=CCCCC2)cc1
net charge = 0
Kohn-Sham gap = 9.1 eV
relative energy (zero: lowest compared OMol25 entry of this formula, charge and spin) = 95.0 kJ/mol
E = -866.83398 Ha

```
43
Properties=species:S:1:pos:R:3:forces:R:3
C 1.6711 -4.4027 0.9430 -0.011 -0.120 0.211
H 0.7896 -5.0487 1.0094 0.025 0.038 0.005
O 1.7072 -3.6988 -0.2740 -0.052 0.219 -0.290
C 0.6991 -2.8244 -0.5492 -0.071 0.094 -0.080
C -0.3969 -2.5819 0.2720 0.190 -0.321 0.056
C -1.3558 -1.6587 -0.1097 0.014 0.095 -0.183
C -1.2584 -0.9688 -1.3084 -0.066 -0.142 -0.027
C -0.1628 -1.2239 -2.1275 -0.042 -0.113 0.116
C 0.8039 -2.1337 -1.7564 0.148 -0.134 0.136
H 1.6536 -2.3349 -2.3896 0.104 -0.031 -0.083
H -0.0705 -0.7206 -3.0807 -0.004 0.044 -0.114
C -2.3007 0.0429 -1.6885 -0.053 0.152 0.255
H -3.2774 -0.2550 -1.3066 0.042 0.093 -0.064
C -1.9653 1.4050 -1.0784 -0.117 -0.371 -0.532
O -2.6233 1.9157 -0.1986 -0.251 0.114 0.432
N -0.8941 1.9960 -1.6492 0.309 0.228 -0.236
H -0.3183 1.4556 -2.2754 -0.118 -0.054 0.053
C -0.3615 3.2553 -1.1887 0.112 0.222 0.097
H -1.1009 3.6680 -0.5002 0.071 0.023 -0.131
H -0.2579 3.9348 -2.0423 -0.052 -0.002 0.141
C 0.9984 3.0924 -0.4968 -0.205 -0.199 -0.003
C 0.9478 2.1338 0.6625 0.129 0.315 -0.158
C 1.5466 0.9517 0.6132 0.063 -0.208 0.003
C 1.5751 -0.0292 1.7435 -0.004 0.019 0.196
C 1.1527 0.6176 3.0582 -0.153 -0.159 -0.096
C -0.1046 1.4463 2.8288 0.179 0.187 0.137
C 0.2020 2.6007 1.8806 -0.137 -0.197 0.100
H -0.7336 3.0740 1.5785 -0.008 0.086 -0.007
H 0.8029 3.3589 2.3952 -0.031 0.073 0.002
H -0.4869 1.8346 3.7747 -0.078 -0.029 -0.015
H -0.8771 0.8169 2.3829 -0.103 -0.035 0.000
H 0.9750 -0.1502 3.8143 0.058 0.019 0.041
H 1.9519 1.2684 3.4204 0.050 0.015 0.070
H 2.5800 -0.4528 1.8297 -0.024 -0.064 -0.020
H 0.8963 -0.8536 1.5031 0.118 -0.011 0.064
H 2.0597 0.6364 -0.2870 0.041 0.096 -0.199
H 1.3170 4.0769 -0.1451 0.075 0.062 -0.050
H 1.7289 2.7393 -1.2290 0.066 0.051 -0.001
H -2.3568 0.1480 -2.7734 -0.040 -0.028 0.001
H -2.1973 -1.4725 0.5412 -0.109 0.016 0.073
H -0.5181 -3.1054 1.2078 0.034 -0.048 0.078
H 1.6900 -3.7229 1.8013 -0.021 -0.021 -0.029
H 2.5686 -5.0192 0.9536 -0.079 0.025 0.048
```
Forces are in eV/Å.